No. 1
A structure of composition C27H56Ca2NO12P in a non-equilibrium geometry. Source: the Open Molecules 2025 dataset; level of theory: ωB97M-V/def2-TZVPD.

Calculated values
Energy ... -101142.9635 eV
LUMO energy ... -0.21 eV
Gap between HOMO and LUMO ... 6.925 eV
HOMO energy ... -0.2620 Eh
Molecular weight ... 697.87 g mol⁻¹
Charge ... 0

Atoms and positions in Å:
Ca  -0.05  1.53  -1.29
Ca  -2.87  1.13  0.92
P  -2.40  2.88  -1.37
O  -3.26  1.56  -1.19
O  -1.46  2.68  -0.09
O  -3.34  4.03  -1.36
O  -1.42  2.67  -2.56
O  0.63  -1.35  1.70
C  0.38  -0.44  0.73
O  1.28  -0.12  -0.08
O  -0.77  0.08  0.67
H  1.54  -1.62  1.55
C  2.30  -3.66  -0.71
C  3.69  -3.19  -0.28
C  4.52  -3.26  -1.56
O  3.61  -3.65  -2.61
C  2.28  -3.31  -2.21
H  1.49  -3.11  -0.23
H  2.07  -4.72  -0.61
H  4.06  -3.80  0.54
H  3.59  -2.15  0.05
H  5.26  -4.06  -1.58
H  4.98  -2.31  -1.84
H  1.62  -3.98  -2.75
H  2.05  -2.28  -2.50
C  -2.08  -2.14  -3.35
C  -1.43  -1.32  -4.45
C  -1.20  0.02  -3.77
O  -0.76  -0.38  -2.46
C  -1.43  -1.57  -2.08
H  -1.85  -3.20  -3.53
H  -3.15  -2.01  -3.31
H  -2.00  -1.30  -5.39
H  -0.47  -1.69  -4.83
H  -2.10  0.64  -3.76
H  -0.43  0.65  -4.21
H  -2.21  -1.29  -1.36
H  -0.73  -2.24  -1.56
C  4.06  1.88  -3.57
C  3.08  2.66  -4.46
C  1.84  2.83  -3.59
O  1.88  1.77  -2.63
C  3.14  1.10  -2.64
H  4.71  2.54  -3.00
H  4.65  1.19  -4.17
H  2.83  2.13  -5.38
H  3.51  3.61  -4.77
H  0.92  2.72  -4.17
H  1.79  3.82  -3.12
H  2.98  0.07  -2.99
H  3.47  1.01  -1.60
C  2.28  4.14  1.95
C  1.04  4.85  1.35
C  1.09  4.37  -0.08
O  1.52  3.01  0.00
C  2.48  2.91  1.05
H  2.09  3.88  2.99
H  3.13  4.82  1.91
H  1.10  5.93  1.39
H  0.11  4.52  1.82
H  1.82  4.96  -0.66
H  0.18  4.47  -0.67
H  3.47  2.84  0.60
H  2.29  1.98  1.59
C  -1.84  -4.85  0.32
C  -2.57  -6.06  0.87
C  -2.31  -5.92  2.35
O  -0.97  -5.49  2.42
C  -0.73  -4.55  1.34
H  -2.50  -3.97  0.31
H  -1.52  -4.89  -0.73
H  -2.07  -6.97  0.52
H  -3.60  -6.13  0.50
H  -2.41  -6.86  2.89
H  -3.01  -5.23  2.84
H  0.30  -4.75  1.05
H  -0.74  -3.54  1.74
C  -2.50  -1.03  3.14
C  -2.97  0.26  3.83
N  -2.35  1.45  3.20
C  -0.92  1.69  3.40
C  -0.53  2.17  4.78
C  -3.18  2.63  3.53
C  -2.89  3.93  2.82
H  -1.43  -1.25  3.15
H  -2.72  -0.96  2.07
H  -2.97  -1.92  3.56
H  -4.03  0.30  3.57
H  -2.83  0.21  4.91
H  -0.40  0.75  3.23
H  -0.59  2.35  2.59
H  -0.74  1.39  5.52
H  0.54  2.39  4.83
H  -1.04  3.08  5.11
H  -3.24  2.76  4.62
H  -4.23  2.38  3.29
H  -3.21  3.95  1.77
H  -1.83  4.18  2.85
H  -3.39  4.75  3.33

Electronic structure analysis, Löwdin charges in units of e: 1.42 1.45 -0.07 -0.57 -0.65 -0.35 -0.49 0.09 -0.77 -0.06 -0.19 0.11 -0.17 -0.15 -0.18 -0.16 -0.19 0.08 0.11 0.11 0.10 0.12 0.11 0.12 0.11 -0.14 -0.16 -0.18 -0.27 -0.19 0.11 0.12 0.12 0.11 0.12 0.12 0.11 0.11 -0.14 -0.15 -0.18 -0.27 -0.18 0.11 0.11 0.11 0.11 0.12 0.12 0.12 0.12 -0.13 -0.14 -0.21 -0.24 -0.16 0.10 0.11 0.12 0.09 0.13 0.12 0.12 0.11 -0.17 -0.16 -0.23 -0.14 -0.17 0.10 0.11 0.12 0.11 0.12 0.12 0.10 0.10 -0.08 -0.23 -0.32 -0.24 -0.06 -0.27 -0.06 0.07 0.04 0.09 0.11 0.13 0.11 0.10 0.08 0.08 0.07 0.12 0.12 0.08 0.06 0.09



No. 2
A structure of composition C27H56F10N8O13P2S in a non-equilibrium geometry. Source: the Open Molecules 2025 dataset; level of theory: ωB97M-V/def2-TZVPD.

Calculated values
Energy ... -124034.9972 eV
LUMO energy ... 0.31 eV
Gap between HOMO and LUMO ... 9.383 eV
HOMO energy ... -0.3334 Eh
Molecular weight ... 984.78 g mol⁻¹
Charge ... 0

Atoms and positions in Å:
C  -2.70  1.54  2.79
C  -1.54  1.96  1.90
F  -1.22  3.27  2.15
O  -1.85  1.86  0.51
P  -1.43  0.51  -0.19
O  -2.07  -0.66  0.38
O  -1.68  0.79  -1.72
P  -2.75  -0.18  -2.59
N  -4.21  -0.25  -2.04
O  0.22  0.53  0.00
S  1.02  -0.81  -0.30
O  0.21  -1.80  -0.92
O  2.18  -0.46  -1.04
C  1.65  -1.33  1.38
F  1.61  -0.21  2.13
F  2.92  -1.70  1.29
C  0.82  -2.38  2.18
F  1.42  -2.42  3.39
F  -0.41  -1.91  2.38
C  0.80  -3.86  1.65
F  1.52  -3.99  0.52
F  1.40  -4.65  2.57
C  -0.63  -4.46  1.48
F  -0.51  -5.69  0.97
F  -1.20  -4.54  2.68
F  -1.39  -3.74  0.67
H  -3.63  1.67  2.24
H  -2.67  2.08  3.73
H  -2.58  0.48  2.98
H  -0.65  1.40  2.17
H  -2.69  0.39  -3.87
H  -2.17  -1.44  -2.65
H  -4.83  0.17  -2.73
C  0.55  -2.99  -5.99
O  0.14  -2.09  -6.71
N  1.68  -3.67  -6.24
C  2.14  -4.73  -5.36
C  2.46  -3.33  -7.42
H  0.02  -3.31  -5.08
H  3.12  -4.48  -4.97
H  2.21  -5.67  -5.92
H  1.45  -4.85  -4.55
H  2.77  -2.29  -7.37
H  1.85  -3.47  -8.31
H  3.33  -3.97  -7.47
C  -5.61  -0.08  4.95
O  -4.83  0.07  4.03
N  -5.59  0.63  6.10
C  -6.55  0.40  7.16
C  -4.57  1.65  6.27
H  -6.41  -0.83  4.92
H  -7.12  1.31  7.35
H  -6.03  0.10  8.07
H  -7.25  -0.38  6.89
H  -4.66  2.40  5.48
H  -3.58  1.20  6.20
H  -4.69  2.12  7.24
C  -10.62  -0.66  6.90
O  -9.72  -0.16  7.55
N  -10.71  -0.64  5.56
C  -11.81  -1.26  4.85
C  -9.66  0.02  4.79
H  -11.47  -1.18  7.38
H  -11.44  -2.03  4.18
H  -12.34  -0.51  4.26
H  -12.50  -1.70  5.56
H  -8.70  -0.45  5.00
H  -9.60  1.07  5.08
H  -9.88  -0.05  3.73
C  5.43  2.00  -4.23
O  6.51  2.08  -4.80
N  5.26  1.56  -2.97
C  3.94  1.49  -2.35
C  6.43  1.15  -2.22
H  4.49  2.29  -4.72
H  3.92  2.13  -1.47
H  3.71  0.48  -2.06
H  3.18  1.84  -3.05
H  7.13  1.98  -2.13
H  6.94  0.33  -2.73
H  6.12  0.82  -1.22
C  3.27  4.36  0.47
O  2.76  3.31  0.81
N  4.59  4.59  0.41
C  5.14  5.86  -0.01
C  5.49  3.52  0.79
H  2.66  5.23  0.17
H  5.77  5.73  -0.89
H  5.74  6.30  0.79
H  4.34  6.55  -0.25
H  5.32  2.65  0.15
H  5.30  3.21  1.82
H  6.52  3.85  0.69
C  7.35  -1.91  -0.28
O  8.37  -2.03  -0.93
N  7.26  -2.17  1.04
C  6.01  -2.01  1.76
C  8.44  -2.62  1.75
H  6.40  -1.58  -0.72
H  6.13  -1.27  2.56
H  5.70  -2.96  2.20
H  5.23  -1.66  1.09
H  9.23  -1.88  1.67
H  8.80  -3.55  1.32
H  8.20  -2.78  2.80
C  -2.03  2.09  -6.03
O  -2.67  1.05  -6.10
N  -0.70  2.21  -6.10
C  -0.05  3.51  -5.96
C  0.14  1.05  -6.35
H  -2.54  3.06  -5.90
H  0.50  3.75  -6.86
H  0.64  3.49  -5.11
H  -0.80  4.28  -5.78
H  -0.14  0.59  -7.30
H  0.02  0.30  -5.57
H  1.18  1.37  -6.39

Atom charges from the Löwdin analysis, given in e for atoms 1 to 99: -0.01 -0.42 0.03 -0.07 0.36 -0.20 -0.34 0.72 -0.26 -0.25 0.68 -0.24 -0.23 -0.43 0.13 0.14 -0.35 0.15 0.17 -0.33 0.16 0.15 -0.55 0.18 0.20 0.19 0.10 0.08 0.07 0.14 0.01 0.02 -0.03 -0.35 0.01 -0.20 -0.06 -0.04 0.13 0.09 0.09 0.08 0.09 0.09 0.09 -0.34 0.01 -0.19 -0.06 -0.04 0.12 0.09 0.09 0.06 0.09 0.09 0.09 -0.35 0.01 -0.20 -0.06 -0.03 0.13 0.09 0.09 0.08 0.06 0.10 0.09 -0.37 0.01 -0.18 -0.04 -0.04 0.13 0.07 0.06 0.09 0.09 0.10 0.07 -0.36 0.01 -0.20 -0.06 -0.03 0.14 0.09 0.09 0.08 0.06 0.10 0.09 -0.36 0.02 -0.20 -0.06 -0.04 0.12



No. 3
A cluster of 5 separate species, C27H56N2O11S5 in total in a non-equilibrium geometry. Source: the Open Molecules 2025 dataset; level of theory: ωB97M-V/def2-TZVPD.

Calculated values
Energy ... -108578.2559 eV
LUMO energy ... 0.55 eV
Gap between HOMO and LUMO ... 9.139 eV
HOMO energy ... -0.3157 Eh
Molecular weight ... 745.08 g mol⁻¹
Charge ... 0

Atoms and positions in Å:
C  5.51  0.04  1.78
C  4.08  -0.59  2.00
C  3.57  -1.35  0.74
O  3.56  -0.58  -0.46
C  2.99  0.70  -0.28
C  2.71  1.34  -1.70
C  2.16  0.36  -2.77
C  1.05  0.94  -3.70
C  -0.36  1.13  -3.04
C  -0.79  -0.01  -2.05
C  -1.84  0.64  -1.06
O  -2.78  1.49  -1.72
C  -2.81  2.81  -1.19
C  -4.15  3.07  -0.42
C  1.92  2.63  -1.33
O  1.05  2.75  -0.57
O  2.47  3.70  -2.06
C  3.88  3.54  -1.85
O  3.96  3.84  -0.43
C  5.22  4.12  -0.07
N  6.22  4.01  0.44
S  4.62  4.80  -2.99
C  4.25  6.43  -2.25
O  3.96  4.77  -4.27
O  6.05  4.57  -3.13
C  4.04  2.03  -2.26
C  5.41  1.43  -1.85
C  5.75  0.09  -2.51
N  5.64  -0.15  -3.75
H  6.16  -0.27  2.63
H  6.00  -0.34  0.85
H  5.50  1.14  1.75
H  4.20  -1.34  2.81
H  3.36  0.17  2.38
H  4.30  -2.18  0.56
H  2.60  -1.86  0.94
H  3.67  1.42  0.24
H  2.04  0.61  0.31
H  1.88  -0.61  -2.29
H  3.02  0.10  -3.43
H  0.94  0.32  -4.62
H  1.39  1.94  -4.06
H  -1.09  1.22  -3.87
H  -0.40  2.10  -2.51
H  -1.34  -0.79  -2.60
H  0.01  -0.39  -1.40
H  -2.41  -0.23  -0.65
H  -1.32  1.10  -0.19
H  -1.91  3.10  -0.62
H  -2.84  3.50  -2.08
H  -4.02  2.88  0.67
H  -4.91  2.36  -0.82
H  -4.48  4.11  -0.61
H  3.59  6.33  -1.36
H  5.23  6.91  -2.02
H  3.71  7.06  -2.98
H  3.94  2.03  -3.37
H  6.18  2.19  -2.14
H  5.54  1.32  -0.75
H  6.14  -0.71  -1.84
H  5.94  -1.12  -3.87
C  -1.17  -5.00  -0.14
S  -1.83  -3.32  -0.16
O  -0.79  -2.44  -0.76
C  -1.78  -3.07  1.62
H  -1.08  -5.34  -1.17
H  -0.18  -5.00  0.33
H  -1.85  -5.65  0.40
H  -0.76  -3.20  1.98
H  -2.44  -3.79  2.11
H  -2.12  -2.06  1.83
C  -5.48  1.11  2.94
S  -3.82  0.76  3.54
O  -3.61  -0.71  3.45
C  -4.16  1.15  5.26
H  -5.51  0.89  1.87
H  -6.20  0.47  3.46
H  -5.71  2.16  3.10
H  -4.97  0.52  5.63
H  -4.44  2.20  5.35
H  -3.26  0.97  5.84
C  1.21  -8.42  -2.14
S  2.59  -7.43  -1.56
O  2.05  -6.45  -0.57
C  2.84  -6.54  -3.11
H  0.86  -9.04  -1.31
H  0.40  -7.78  -2.48
H  1.54  -9.07  -2.95
H  1.93  -6.01  -3.38
H  3.12  -7.25  -3.89
H  3.65  -5.82  -2.96
C  -9.40  -0.65  6.51
S  -8.73  0.33  5.16
O  -8.06  1.52  5.77
C  -10.32  0.88  4.52
H  -8.57  -1.07  7.08
H  -10.01  -0.02  7.16
H  -10.00  -1.47  6.10
H  -10.87  1.41  5.30
H  -10.89  0.02  4.18
H  -10.14  1.55  3.69

Atom charges from the Löwdin analysis, given in e for atoms 1 to 99: -0.10 -0.22 -0.21 -0.15 -0.14 -0.20 -0.10 -0.16 -0.18 -0.16 -0.21 -0.17 -0.27 -0.07 -0.40 0.21 0.04 -0.41 0.06 -0.32 0.22 0.71 -0.10 -0.29 -0.29 -0.13 -0.10 -0.23 0.10 0.07 0.07 0.06 0.11 0.11 0.13 0.13 0.12 0.15 0.12 0.11 0.11 0.12 0.12 0.09 0.11 0.08 0.11 0.12 0.11 0.12 0.05 0.08 0.07 0.08 0.08 0.08 0.16 0.12 0.09 0.11 0.05 -0.27 0.82 -0.55 -0.26 0.04 0.05 0.05 0.06 0.06 0.02 -0.27 0.80 -0.56 -0.26 0.05 0.03 0.06 0.05 0.06 0.05 -0.27 0.80 -0.56 -0.27 0.05 0.05 0.05 0.06 0.05 0.05 -0.27 0.78 -0.56 -0.27 0.05 0.06 0.05 0.06



No. 4
A cluster of 3 separate species, C27H56N4O6P in total in a non-equilibrium geometry. Source: the Open Molecules 2025 dataset; level of theory: ωB97M-V/def2-TZVPD.

Calculated values
Energy ... -56431.5827 eV
⟨S²⟩ ... 2.0081
LUMO energy (alpha / beta) ... -2.88 / -2.88 eV
Gap between HOMO and LUMO (alpha / beta) ... 7.330 / 8.125 eV
HOMO energy (alpha / beta) ... -0.3753 / -0.4045 Eh
Multiplicity ... 3
Molecular weight ... 563.74 g mol⁻¹
Charge ... +1

Atoms and positions in Å:
C  -0.72  -5.28  3.67
C  -1.33  -4.49  4.85
O  -1.30  -3.03  4.71
P  -1.87  -2.47  3.36
C  -0.72  -1.53  2.35
C  0.73  -1.34  2.92
O  1.40  -2.55  3.13
C  0.83  -0.36  4.12
N  0.88  -0.95  5.44
N  -3.20  -1.48  3.76
C  -4.03  -1.19  2.60
C  -5.44  -1.71  2.45
O  -3.58  -0.54  1.76
C  -3.94  -1.99  4.91
C  -4.54  -0.97  5.85
O  -4.10  -3.13  5.10
H  -1.49  -5.80  3.11
H  0.00  -5.99  4.08
H  -0.16  -4.66  2.96
H  -0.73  -4.70  5.73
H  -2.33  -4.88  5.06
H  -2.40  -3.50  2.55
H  -0.64  -1.92  1.34
H  -1.12  -0.52  2.23
H  1.28  -0.87  2.10
H  1.05  -3.00  3.91
H  0.06  0.40  4.04
H  1.77  0.18  3.98
H  1.49  -1.75  5.51
H  -0.02  -1.10  5.86
H  -6.04  -0.86  2.13
H  -5.54  -2.46  1.67
H  -5.90  -2.10  3.36
H  -4.10  0.02  5.73
H  -5.60  -0.93  5.58
H  -4.50  -1.33  6.87
C  3.52  3.81  0.03
C  2.36  2.86  0.41
C  1.77  2.24  -0.86
C  0.92  3.22  -1.67
C  -0.15  3.87  -0.80
C  0.42  4.52  0.47
N  1.33  3.59  1.21
O  0.61  2.72  1.84
C  1.16  5.82  0.11
C  -0.74  4.98  1.36
C  3.03  1.76  1.23
H  3.72  4.52  0.83
H  4.44  3.25  -0.14
H  3.34  4.37  -0.89
H  1.14  1.38  -0.59
H  2.57  1.86  -1.49
H  1.55  3.98  -2.14
H  0.44  2.68  -2.49
H  -0.68  4.62  -1.38
H  -0.89  3.11  -0.52
H  1.67  6.24  0.98
H  0.46  6.57  -0.25
H  1.90  5.70  -0.68
H  -1.42  4.17  1.61
H  -1.32  5.73  0.83
H  -0.37  5.43  2.28
H  3.47  2.16  2.15
H  3.84  1.30  0.65
H  2.34  0.95  1.49
C  2.87  -1.27  -5.62
C  2.01  -0.36  -4.70
C  1.78  -1.07  -3.36
C  0.78  -2.21  -3.44
C  -0.53  -1.75  -4.08
C  -0.33  -1.06  -5.43
N  0.73  0.00  -5.37
O  0.22  1.03  -4.77
C  0.02  -2.10  -6.50
C  -1.67  -0.48  -5.89
C  2.89  0.87  -4.47
H  2.75  -0.98  -6.66
H  3.92  -1.18  -5.38
H  2.64  -2.33  -5.52
H  1.43  -0.34  -2.62
H  2.74  -1.45  -2.98
H  1.20  -3.05  -4.00
H  0.58  -2.59  -2.43
H  -1.20  -2.60  -4.19
H  -1.03  -1.06  -3.38
H  0.27  -1.62  -7.45
H  -0.84  -2.76  -6.68
H  0.84  -2.76  -6.23
H  -2.09  0.22  -5.16
H  -2.39  -1.28  -6.02
H  -1.56  0.05  -6.84
H  3.08  1.40  -5.40
H  3.86  0.57  -4.06
H  2.46  1.57  -3.76

Electronic structure analysis, Löwdin charges in units of e: -0.07 -0.21 -0.25 1.00 -0.16 -0.39 -0.02 -0.21 0.03 -0.05 -0.51 0.04 0.16 -0.52 0.04 0.15 0.08 0.09 0.07 0.13 0.11 0.11 0.12 0.10 0.13 0.06 0.12 0.12 0.07 0.06 0.11 0.11 0.08 0.09 0.10 0.10 -0.03 -0.48 -0.14 -0.17 -0.13 -0.49 -0.07 -0.04 -0.03 -0.05 -0.04 0.09 0.09 0.07 0.12 0.11 0.11 0.11 0.13 0.12 0.09 0.09 0.06 0.07 0.09 0.09 0.10 0.09 0.05 -0.03 -0.48 -0.13 -0.18 -0.14 -0.49 -0.07 -0.02 -0.03 -0.04 -0.04 0.09 0.08 0.06 0.11 0.13 0.10 0.11 0.12 0.12 0.10 0.09 0.06 0.08 0.09 0.09 0.10 0.09 0.06



Which of these has the lowest energy? C27H56F10N8O13P2S